[1]
Molecular formula: C14H11N3OS3Y
Method: DFT, ωB97M-V with the def2-TZVPD basis set

Computed properties:
**Highest occupied orbital energy**: -4.31 eV
**Net charge**: -1
**Orbital gap**: 0.2642 Eh
**LUMO energy**: 2.9 eV

Structure (XYZ):
```
33
Properties=species:S:1:pos:R:3:mulliken_charge:R:1
H -2.505 1.390 2.903 0.296
N -4.286 -1.058 -0.369 -0.467
Y 0.371 -0.488 0.408 0.918
H 3.195 3.416 -1.083 0.360
C 3.142 0.041 -1.368 0.402
C 4.476 -0.124 -1.758 -0.606
C -1.558 0.963 2.571 -0.226
H 5.530 3.091 -1.777 0.330
C 4.877 2.233 -1.666 -0.481
S -1.767 -1.828 -0.646 -0.554
H 6.364 0.775 -2.217 0.327
H 2.464 2.486 5.713 0.344
C -0.388 1.331 3.368 0.605
C -3.004 -0.845 0.109 0.514
S 2.147 -1.445 -1.293 -0.527
C 0.896 0.744 3.256 0.696
C 1.906 1.183 4.129 -0.569
C 0.395 2.747 5.186 -0.719
H 4.832 -1.131 -1.941 0.360
C -0.608 2.315 4.342 -0.636
C 1.658 2.164 5.064 -0.305
C 5.339 0.945 -1.910 -0.466
H -1.602 2.743 4.420 0.298
H 0.205 3.516 5.922 0.381
H -4.916 -0.296 -0.172 0.254
S 0.992 1.786 -0.685 -0.522
O 1.146 -0.181 2.365 -0.963
C 3.563 2.416 -1.277 -0.593
N -2.923 0.037 1.058 -1.015
H -4.336 -1.437 -1.299 0.222
H 2.883 0.728 4.030 0.394
N -1.621 0.196 1.543 0.389
C 2.669 1.350 -1.128 0.559
```

---

[2]
Molecular formula: C14H11N5O4OsS
Method: DFT, ωB97M-V with the def2-TZVPD basis set

Computed properties:
**Highest occupied orbital energy**: -14.15 eV
**Net charge**: +2
**Orbital gap**: 0.2312 Eh
**LUMO energy**: -7.9 eV

Structure (XYZ):
```
36
Properties=species:S:1:pos:R:3:mulliken_charge:R:1
H 2.705 0.333 -1.561 0.493
C -0.603 4.356 -3.051 -0.094
H 1.279 3.292 -3.199 0.431
O 1.601 -1.906 -2.337 -0.423
C 1.434 -1.444 -1.245 -0.115
C -0.012 2.582 -1.634 0.926
H 3.506 -1.518 4.259 0.286
N 3.056 -0.249 0.301 -0.527
C -1.410 -1.660 1.108 0.897
O -2.763 0.146 0.561 -0.566
H -2.557 5.207 -2.673 0.418
O -3.223 -0.954 2.471 -0.387
C 2.423 -0.380 -0.795 -0.098
C 3.229 -1.550 2.284 0.328
C -2.113 3.597 -1.359 -0.109
H 1.007 -3.991 -0.644 0.525
N -0.507 -1.148 0.247 -0.182
N 3.652 -2.026 3.392 -0.345
C 0.362 -1.983 -0.330 0.808
C -1.834 4.458 -2.385 -0.786
N -1.189 2.684 -0.989 -0.151
H -3.945 -0.304 2.546 0.417
H -0.383 5.036 -3.863 0.439
H 4.254 -2.843 3.406 0.287
H -3.038 3.612 -0.801 0.457
C -0.599 -3.864 0.794 -0.603
C 0.330 3.402 -2.696 -0.962
H -2.214 -3.343 2.143 0.553
N 2.727 -1.194 1.287 0.471
S -0.725 1.078 2.070 -0.171
C 0.318 -3.351 -0.109 -0.462
C -1.470 -2.997 1.439 -0.515
C -2.427 -0.641 1.490 -0.166
O 0.675 1.571 -1.087 -0.554
Os -0.900 0.920 -0.029 0.986
H -0.644 -4.927 0.984 0.495
```

---

[3]
Molecular formula: C14H11N5OS
Method: DFT, ωB97M-V with the def2-TZVPD basis set

Computed properties:
**Highest occupied orbital energy**: -7.75 eV
**SMILES string**: Nc1nc(Nc2cccnc2)sc1C(=O)c1cccnc1
**Orbital gap**: 0.2762 Eh
**LUMO energy**: -0.2 eV

Structure (XYZ):
```
32
Properties=species:S:1:pos:R:3:mulliken_charge:R:1
C -2.586 -1.426 1.965 -0.380
C 1.251 0.181 -5.295 -0.373
C -4.191 -0.402 3.905 -0.472
H 2.860 2.473 1.590 0.297
S -0.061 -0.450 0.168 -0.210
H -1.934 -1.906 1.214 0.399
C -2.943 0.195 3.754 -0.559
H 3.522 -1.435 -3.503 0.556
N -3.822 -1.868 2.083 -0.574
C 2.749 -0.810 -3.707 -0.791
C -0.023 0.367 1.644 0.554
N 0.527 0.800 -4.330 -0.628
H 0.985 0.326 -6.272 0.460
H -4.946 -0.050 4.572 0.388
C 2.442 -0.128 -1.208 0.164
H -2.700 1.013 4.428 0.308
C 1.723 1.181 0.811 0.039
H -0.598 0.956 3.417 0.226
C 0.941 0.737 -3.073 -0.225
C -4.570 -1.457 3.060 -0.217
O 3.550 -0.322 -0.857 -0.556
C 1.453 0.275 -0.132 0.177
C 2.110 -0.053 -2.657 0.474
H 3.542 1.543 0.154 0.277
N 0.882 1.275 1.929 -0.681
H 0.372 1.181 -2.268 0.532
N 2.796 1.917 0.685 -0.415
N -0.803 0.271 2.782 -0.155
H 2.807 -1.265 -5.697 0.298
C -2.049 -0.387 2.812 0.986
H -5.557 -2.057 2.966 0.315
C 2.271 -0.675 -4.942 -0.211
```

---

[4]
Molecular formula: C14H11N6O7Ru
Method: DFT, ωB97M-V with the def2-TZVPD basis set

Computed properties:
**Expectation value of S²**: 0.75
**Highest occupied orbital energy (spin up / spin down)**: -15.48 / -15.51 eV
**Net charge**: +2
**Orbital gap (spin up / spin down)**: 0.2484 / 0.2498 Eh
**LUMO energy (spin up / spin down)**: -8.7 / -8.7 eV
**Spin multiplicity**: 2

Structure (XYZ):
```
39
Properties=species:S:1:pos:R:3:mulliken_charge:R:1
O -3.907 0.614 0.935 -0.396
C 2.167 -0.106 2.619 0.563
O -2.841 -0.968 -4.159 -0.267
H 1.334 2.473 0.823 0.613
H 0.298 -2.450 0.979 0.442
H 2.767 1.949 2.822 0.260
H -2.944 -1.848 1.141 0.348
C 0.079 4.452 -2.105 0.171
C 2.457 -2.217 3.617 -0.563
C -2.074 -0.469 -3.474 0.749
H 2.895 -2.855 4.372 0.420
H -3.761 -1.595 -0.413 0.491
C 2.767 -0.873 3.611 -1.038
Ru -0.154 0.176 -0.854 0.754
O -1.288 0.124 -2.825 -0.414
C -1.829 -2.561 -1.587 -0.803
H -3.848 1.571 1.122 0.428
C 1.468 1.498 1.264 -0.653
H 1.361 -3.836 2.728 0.442
C 1.216 3.689 -4.189 -0.163
H -0.905 -3.005 -1.927 0.322
C -2.876 -1.343 0.174 -0.400
H 3.442 -0.446 4.340 0.442
N 1.692 3.923 -5.206 -0.272
N 0.869 0.389 0.847 0.367
O -1.673 -1.737 -0.487 0.110
C 1.300 -0.655 1.677 0.789
N 1.355 -0.401 -1.533 0.402
N 2.236 1.251 2.320 0.000
C -2.822 0.138 0.427 0.548
H -2.770 -3.084 -1.691 0.348
O 0.004 1.999 -1.341 -0.197
C 0.984 -2.012 1.693 -0.582
O 2.425 -0.658 -1.697 -0.195
C 0.619 3.395 -2.919 0.817
N 0.582 2.168 -2.550 -0.234
C 1.578 -2.778 2.675 -0.816
N -0.388 5.266 -1.445 -0.318
O -1.816 0.821 0.212 -0.518
```

---

[5]
Molecular formula: C14H12AuF5IN5O5S2Te
Method: DFT, ωB97M-V with the def2-TZVPD basis set

Computed properties:
**Highest occupied orbital energy**: -2.54 eV
**Net charge**: -2
**Orbital gap**: 0.2354 Eh
**LUMO energy**: 3.9 eV

Structure (XYZ):
```
46
Properties=species:S:1:pos:R:3:mulliken_charge:R:1
S 3.358 -2.790 -0.452 -0.127
F -1.544 5.133 1.026 -0.412
O 0.246 3.855 -0.627 -0.824
H -2.473 -0.540 -1.573 0.229
C 3.627 -0.318 0.011 -0.512
N -2.060 -1.204 -4.115 -0.657
C -3.078 -0.312 2.316 -0.322
Te -0.536 5.476 -0.503 2.108
H -2.397 -2.032 3.411 0.311
H 0.575 0.723 2.040 0.227
O 4.322 3.078 1.377 -0.412
N 3.892 2.689 2.440 0.197
C -0.610 -2.897 -3.137 -0.715
F -1.359 7.158 -0.421 -0.426
C 4.206 -1.306 -0.707 -0.375
O -0.615 -4.102 1.615 -0.740
H -4.127 -0.572 2.327 0.376
H 0.006 -1.364 3.223 0.376
O 1.281 -4.809 0.196 -0.722
C -2.632 0.829 1.666 -0.026
S 0.440 -3.731 0.692 1.133
C -1.243 -1.996 -0.600 0.198
N 1.216 -2.518 1.308 -0.249
N 2.531 -0.665 0.754 -0.200
N -1.382 1.213 1.585 -0.158
Au 1.475 3.210 0.940 0.375
H -1.457 -1.232 -4.923 0.220
C 2.241 -1.934 0.641 0.206
O 2.613 2.614 2.545 -0.315
C -0.045 -3.506 -2.024 -0.267
H 0.660 -4.320 -2.130 0.448
H -0.354 -3.242 -4.134 0.267
F -1.991 5.004 -1.573 -0.432
C -0.360 -3.059 -0.753 -0.529
C -0.462 0.430 2.161 0.211
H 3.956 0.713 0.034 0.341
H -2.334 -0.250 -3.926 0.254
F 0.286 6.177 -2.032 -0.439
C -2.116 -1.107 2.924 -0.293
F 0.791 6.273 0.547 -0.421
I -4.056 2.045 0.677 -0.012
C -1.805 -1.385 -1.704 -0.805
C -0.785 -0.735 2.844 -0.721
H -1.470 -1.636 0.393 0.093
C -1.483 -1.824 -2.988 1.168
H 5.052 -1.234 -1.372 0.373
```

---

[6]
Molecular formula: C14H12BCl7F2N2OSn
Method: DFT, ωB97M-V with the def2-TZVPD basis set

Computed properties:
**Highest occupied orbital energy**: -15.01 eV
**Net charge**: +2
**Orbital gap**: 0.2713 Eh
**LUMO energy**: -7.6 eV

Structure (XYZ):
```
40
Properties=species:S:1:pos:R:3:mulliken_charge:R:1
Cl -0.272 4.542 0.157 0.045
C 0.150 -4.118 -2.457 -0.560
C 1.567 1.831 1.350 0.864
Cl 2.764 2.177 5.130 -0.113
Cl 4.077 1.993 2.327 -0.124
H 1.833 -2.964 -1.721 0.265
N -1.130 -0.269 -0.611 -0.490
O 0.954 2.364 -2.828 -0.044
N -0.630 -2.649 -0.649 0.026
C 1.783 2.008 3.752 0.448
H -0.355 -3.534 1.229 0.277
H -1.206 6.685 0.024 0.368
Cl -2.010 5.554 -1.903 -0.100
F -3.815 3.068 -1.985 -0.067
C 1.435 -3.978 -1.636 -0.629
C 1.139 -4.284 -0.172 -0.592
H 0.082 6.409 -1.217 0.345
C 2.379 1.938 2.484 0.011
H 0.643 -5.252 -0.089 0.333
C -0.395 1.846 2.746 0.714
H 0.872 -2.342 0.764 0.431
H -1.793 -3.121 -2.328 0.380
C 0.385 1.946 3.896 -0.020
Cl -2.103 1.790 2.764 -0.173
C 0.202 1.786 1.503 -1.128
C -0.911 -1.422 -0.654 0.629
H -0.021 -5.167 -2.698 0.347
H 2.188 -4.661 -2.020 0.379
Cl 2.252 1.744 -0.213 -0.188
C -0.784 5.990 -0.703 -0.468
Sn -1.329 1.854 -0.122 0.769
H 0.262 -3.579 -3.397 0.313
Cl -0.326 2.004 5.446 -0.128
B -3.580 2.063 -1.241 0.390
C 0.260 -3.172 0.401 -0.699
C -1.067 -3.600 -1.670 -0.654
F -4.392 1.103 -1.039 -0.074
H 2.061 -4.328 0.407 0.376
C 0.399 2.163 -1.880 0.218
H -1.567 -4.419 -1.148 0.324
```

---

[7]
Molecular formula: C14H12BeN2O4Se
Method: DFT, ωB97M-V with the def2-TZVPD basis set

Computed properties:
**Highest occupied orbital energy**: -14.70 eV
**Net charge**: +2
**Orbital gap**: 0.1650 Eh
**LUMO energy**: -10.2 eV

Structure (XYZ):
```
34
Properties=species:S:1:pos:R:3:mulliken_charge:R:1
H -2.527 -2.634 -3.512 0.387
H -1.684 -0.476 -1.797 0.214
H 3.992 5.970 0.699 0.264
C 3.008 6.438 0.555 -0.498
H -2.680 -5.183 -3.490 0.412
Se -0.650 0.373 1.134 0.091
O 1.924 1.222 -1.433 -0.257
C -0.037 3.011 1.742 0.475
C -0.007 -2.847 1.678 -0.896
H -1.704 -6.475 -1.631 0.407
C 2.208 6.726 1.600 -0.543
O -1.205 3.237 -1.061 -0.264
C -0.801 -1.160 -0.016 0.033
H 2.706 6.664 -0.477 0.262
N -0.496 -2.428 0.368 0.243
C -2.185 -4.643 -2.680 -0.524
C -1.631 -5.384 -1.617 -0.637
C 1.666 1.761 1.571 0.480
N -1.353 -1.266 -1.260 0.045
C -2.110 -3.239 -2.705 -0.732
Be 0.493 2.086 0.670 -0.008
C -0.455 2.736 -0.306 0.511
H 2.510 6.499 2.633 0.268
C -1.450 -2.616 -1.653 0.314
H 0.890 -3.473 1.554 0.368
C 1.289 1.591 -0.512 0.430
H 1.224 7.194 1.457 0.269
C -0.897 -3.345 -0.618 0.801
O -0.504 3.636 2.620 -0.188
O 2.512 1.405 2.302 -0.226
H 0.235 -1.943 2.246 0.253
H -0.521 -5.270 0.287 0.405
H -0.784 -3.430 2.204 0.383
C -0.976 -4.734 -0.554 -0.543
```

---

[8]
Molecular formula: C14H12ClF16I2NO4
Method: DFT, ωB97M-V with the def2-TZVPD basis set

Computed properties:
**Highest occupied orbital energy**: -9.38 eV
**SMILES string**: FC(F)C(F)(F)COC(F)(F)C(F)F.FC(F)C(F)(F)COC(F)(F)C(F)F.C/C(I)=C(\I)N(Cl)C(=O)O
**Orbital gap**: 0.3314 Eh
**LUMO energy**: -0.4 eV

Structure (XYZ):
```
50
Properties=species:S:1:pos:R:3:mulliken_charge:R:1
F 5.421 1.203 3.410 -0.293
F -3.411 0.771 -2.006 -0.247
H 3.285 0.943 2.274 0.376
F 2.733 4.950 2.433 -0.266
H 3.350 3.419 1.320 0.289
F 1.166 2.787 2.493 -0.333
C 2.367 2.740 3.134 0.941
I -3.322 -2.237 -4.375 0.108
F 4.719 2.940 5.588 -0.218
C -3.179 -2.039 1.648 -0.831
F 4.507 3.775 2.906 -0.230
F 6.509 1.710 5.839 -0.257
F -1.503 -2.435 3.207 -0.332
C -1.851 -1.976 -5.890 -0.543
O 3.414 0.763 4.350 -0.419
H -2.662 0.966 -7.155 0.422
H -3.349 0.309 -5.702 0.400
H -2.357 -0.059 3.626 0.264
C -2.903 -0.341 -1.426 0.831
C -3.038 0.066 -6.704 -1.386
O -3.415 -1.991 0.248 -0.375
F 5.189 -0.439 4.803 -0.302
C 0.454 -2.551 -5.526 0.601
O 0.443 -1.487 -4.701 -0.381
C -1.685 -0.181 2.772 0.045
C 3.273 3.710 2.371 0.084
F -4.997 -1.250 -1.076 -0.263
H -3.218 -3.104 1.872 0.411
C 5.160 1.678 5.734 0.201
H -3.863 -0.295 -7.301 0.302
Cl -0.911 -4.076 -7.165 0.002
H 0.967 -1.703 -3.924 0.341
N -0.850 -2.972 -5.860 -0.027
O 1.457 -3.124 -5.904 -0.539
I -0.537 -0.682 -8.242 0.100
F -1.730 -0.006 -0.847 -0.226
H 1.820 0.716 3.174 0.230
F -0.865 -1.772 1.229 -0.264
C -1.805 -1.589 2.181 0.976
C 2.766 1.252 3.181 -0.557
F -0.410 0.002 3.201 -0.226
H 4.735 1.256 6.647 0.238
C -3.895 -0.869 -0.390 0.833
C 4.776 0.818 4.526 0.827
H -3.996 -1.588 2.210 0.338
F -1.947 0.774 1.865 -0.229
F 2.161 3.191 4.390 -0.283
F -4.286 0.081 0.480 -0.292
C -1.964 -0.956 -6.716 0.703
H -2.721 -1.099 -2.203 -0.543
```